[1]
{
  "formula": "C5H11NO",
  "method": "ωB97M-V/def2-TZVPD",
  "species": ["H", "C", "C", "H", "H", "C", "H", "H", "O", "H", "N", "H", "H", "H", "C", "H", "C", "H"],
  "positions_angstrom": [[-1.94981, 0.54294, -1.43555], [2.00577, 1.65991, -0.89485], [-1.62953, 0.47473, -0.40083], [2.83659, -2.58615, 2.53775], [0.09861, 0.67862, 0.89634], [-2.28884, -0.31011, 0.45644], [3.47236, -2.72162, 1.18445], [-3.69521, -1.80971, 0.64770], [2.76382, -2.28025, 1.64639], [2.70941, 1.49592, -1.70670], [-3.52717, -0.91261, 0.23012], [-1.92402, -0.51217, 1.45749], [2.05926, 2.71928, -0.63163], [2.41051, 1.14706, -0.01385], [0.58634, 1.22572, -1.07850], [-3.83928, -0.84753, -0.72412], [-0.27362, 0.94683, -0.09029], [0.18478, 1.08914, -2.08036]],
  "atomic_forces_ev_per_a": [[-0.21, 0.23, 0.05], [0.25, -0.04, 1.02], [0.61, -0.51, 0.43], [0.02, -0.26, 0.89], [-0.05, 0.75, 0.23], [-0.58, -0.25, 0.11], [0.28, -0.15, -0.28], [0.10, -0.06, 0.06], [-0.31, 0.42, -0.61], [-0.31, -0.17, -0.29], [0.09, 0.51, -0.23], [0.23, 0.18, -0.02], [-0.05, 0.09, -0.21], [0.08, 0.00, -0.09], [-0.31, 0.09, -0.08], [-0.13, -0.17, -0.07], [0.16, -1.19, -0.80], [0.14, 0.51, -0.12]],
  "total_charge": 0,
  "multiplicity": 1,
  "homo_ev": -7.251,
  "relative_energy_ev": 2.026,
  "gap_ha": 0.2987,
  "smiles": "C/C=C/C=C/N.O",
  "largest_force_ha_per_bohr": 0.028,
  "lumo_ev": 0.9
}

***

[2]
{
  "formula": "C5H11NO",
  "method": "ωB97M-V/def2-TZVPD",
  "species": ["H", "H", "H", "H", "C", "C", "C", "H", "H", "H", "O", "C", "C", "H", "H", "N", "H", "H"],
  "positions_angstrom": [[0.93540, -1.81377, -0.46252], [-0.08281, 2.18956, -1.36156], [0.97623, -1.44435, 2.48198], [0.57513, -0.01207, -2.92176], [1.06032, -0.65237, -2.21451], [-0.71046, -0.16245, 2.06674], [0.39554, -0.55618, 2.68191], [-0.92689, -1.78694, 0.68393], [0.72736, 0.04980, 3.51265], [1.92684, -1.21086, -2.54340], [-0.48913, 2.82095, -1.95252], [-1.14327, -0.71776, 0.74223], [0.60041, -0.92195, -0.99470], [-2.19612, -0.59954, 0.49601], [0.03197, 0.76408, -0.28007], [-0.40120, -0.13378, -0.37843], [-1.32725, 0.58615, 2.55686], [0.04792, 3.60149, -2.11282]],
  "atomic_forces_ev_per_a": [[0.20, 0.27, 0.17], [0.46, 0.33, -0.09], [0.13, 0.09, -0.58], [-0.05, 0.67, 0.05], [0.48, -0.87, 0.29], [-0.17, -0.41, -0.02], [-0.17, 0.44, 0.66], [-0.09, -0.06, 0.18], [0.04, -0.26, 0.38], [-0.11, -0.07, -0.22], [-0.87, 0.17, -0.51], [0.27, 0.01, -0.55], [-0.69, -0.02, -0.31], [-0.18, 0.06, 0.48], [-0.54, 0.34, 0.86], [0.74, -0.69, -0.80], [0.22, 0.34, -0.38], [0.34, -0.35, 0.39]],
  "total_charge": 0,
  "multiplicity": 1,
  "homo_ev": -8.361,
  "relative_energy_ev": 2.991,
  "gap_ha": 0.3411,
  "smiles": "C=CCNC=C.O",
  "largest_force_ha_per_bohr": 0.025,
  "lumo_ev": 0.9
}

***

[3]
{
  "formula": "C5H11NO",
  "method": "ωB97M-V/def2-TZVPD",
  "species": ["C", "H", "C", "H", "C", "H", "C", "H", "H", "C", "H", "H", "N", "H", "H", "H", "O", "H"],
  "positions_angstrom": [[0.49365, -0.80353, 0.29171], [-1.19422, -1.07005, 2.38340], [-1.66521, -1.07018, 1.39203], [1.36876, -1.45922, 0.35236], [1.96452, 1.08247, -0.76564], [-0.46955, 2.10055, -1.32542], [0.62858, 0.50226, -0.36829], [-1.50231, 0.83097, -0.62339], [2.06371, 1.19739, -1.84970], [-0.55953, 1.02689, -1.13656], [-2.01689, -0.05317, 1.21167], [-0.58301, -2.49596, 0.44521], [-0.76128, -1.50840, 0.32656], [2.03444, 2.07929, -0.31422], [-2.54056, -1.72463, 1.40144], [-0.59411, 0.50699, -2.10226], [0.53496, 0.37523, 1.06662], [2.79803, 0.48311, -0.38552]],
  "atomic_forces_ev_per_a": [[0.08, -0.20, -0.03], [-0.10, -0.05, -0.08], [-0.17, 0.07, 0.08], [-0.09, 0.18, 0.06], [0.04, -0.06, -0.05], [-0.02, -0.08, 0.06], [0.06, 0.03, -0.21], [0.16, 0.03, -0.08], [-0.03, -0.10, 0.13], [-0.05, 0.05, 0.04], [0.04, -0.13, -0.01], [0.03, 0.03, -0.08], [0.08, -0.07, 0.07], [0.04, -0.11, -0.10], [0.15, 0.02, -0.01], [-0.01, 0.14, 0.13], [-0.06, 0.20, 0.14], [-0.14, 0.06, -0.06]],
  "total_charge": 0,
  "multiplicity": 1,
  "homo_ev": -8.732,
  "relative_energy_ev": 1.903,
  "gap_ha": 0.3571,
  "smiles": "CN[C@@H]1OC1(C)C",
  "largest_force_ha_per_bohr": 0.005,
  "lumo_ev": 1.0
}